{"formula": "C43H56AsF6N4O5TeTi", "method": "the ωB97M-V functional and the def2-TZVPD basis", "lumo_ev": [-0.8, -2.1], "gap_ev": [6.44, 5.36], "multiplicity": 2, "energy_ha": -6220.0658, "symbols": ["Ti", "C", "C", "C", "C", "C", "C", "C", "N", "C", "C", "C", "C", "C", "C", "O", "C", "C", "C", "C", "C", "C", "C", "C", "C", "O", "C", "C", "C", "C", "C", "C", "H", "H", "H", "H", "H", "H", "H", "H", "H", "H", "H", "H", "H", "H", "H", "H", "H", "H", "H", "H", "H", "H", "H", "H", "H", "H", "H", "H", "H", "H", "H", "H", "H", "H", "H", "H", "H", "H", "H", "H", "Te", "C", "O", "C", "O", "H", "H", "H", "F", "As", "F", "F", "F", "F", "F", "C", "C", "C", "C", "C", "N", "C", "O", "N", "C", "C", "C", "C", "N", "C", "C", "C", "H", "H", "H", "H", "H", "H", "H", "H", "H", "H", "H", "H", "H"], "coordinates": [[-0.07582, -0.11039, -0.28797], [4.51894, 1.44585, -5.50886], [4.45228, -0.05449, -5.19148], [4.41890, -0.82121, -6.51331], [5.72000, -0.46583, -4.42935], [3.23062, -0.34740, -4.31970], [3.10672, 0.30628, -3.09188], [2.03344, 0.01428, -2.27203], [1.69574, 0.54228, -1.02505], [2.43117, 1.21373, -0.13731], [3.52557, 2.04316, -0.33491], [4.20857, 2.59642, 0.74778], [3.82876, 2.26072, 2.03946], [2.75626, 1.34733, 2.36918], [1.98503, 0.88286, 1.22973], [1.06323, -0.04087, 1.26999], [2.86989, 0.54234, 3.68112], [3.32855, 1.43269, 4.83917], [1.57340, -0.14954, 4.10399], [3.93955, -0.52768, 3.40634], [5.31921, 3.60907, 0.47914], [6.07016, 4.00250, 1.75145], [6.32938, 3.02249, -0.51605], [4.67407, 4.86802, -0.12050], [1.12562, -1.00315, -2.61754], [0.28622, -1.35714, -1.61000], [1.14154, -1.56863, -3.88296], [2.23092, -1.23313, -4.69878], [0.07727, -2.56921, -4.33799], [0.11070, -2.76235, -5.85783], [-1.33441, -2.08707, -3.97245], [0.34855, -3.91857, -3.65891], [5.36739, 1.65681, -6.16404], [3.60729, 1.77742, -6.00880], [4.64052, 2.04428, -4.60457], [5.32269, -0.59883, -7.08374], [4.38396, -1.90025, -6.35271], [3.56048, -0.53562, -7.12442], [6.60866, -0.24940, -5.02715], [5.80922, 0.07131, -3.48370], [5.70678, -1.53459, -4.20706], [3.84203, 1.03828, -2.79533], [3.79654, 2.31246, -1.34274], [4.37411, 2.66617, 2.87586], [2.63838, 2.26359, 4.99514], [3.34789, 0.83548, 5.75161], [4.33316, 1.83299, 4.69861], [0.76146, 0.56757, 4.23608], [1.25297, -0.89026, 3.37885], [1.74937, -0.64860, 5.05919], [4.89962, -0.07420, 3.15186], [4.07763, -1.14770, 4.29374], [3.63744, -1.17846, 2.58288], [6.50068, 3.13335, 2.25391], [6.88899, 4.67450, 1.49147], [5.42587, 4.52978, 2.45753], [6.76825, 2.09989, -0.13115], [5.87582, 2.80396, -1.48293], [7.13482, 3.73904, -0.68692], [3.91930, 5.27499, 0.55479], [5.43408, 5.63324, -0.29171], [4.18753, 4.65103, -1.07248], [2.28536, -1.68376, -5.67704], [0.03426, -1.80816, -6.38256], [1.01798, -3.26803, -6.19274], [-0.73507, -3.38320, -6.15836], [-1.52886, -1.09630, -4.38882], [-2.06884, -2.78109, -4.38817], [-1.48134, -2.03313, -2.89737], [1.33744, -4.29494, -3.92846], [0.30461, -3.81890, -2.57313], [-0.39605, -4.65709, -3.96760], [1.23920, 3.02103, 2.34210], [-3.60568, -2.58563, 0.36168], [-2.17185, -2.54467, 0.58800], [-1.53229, -1.47941, 0.21779], [-2.04880, -0.50765, -0.36145], [-4.10209, -2.30340, 1.28903], [-3.83931, -3.61311, 0.10029], [-3.88471, -1.90612, -0.43883], [-0.70925, 1.75636, 0.15209], [-1.23335, 2.68653, -1.39191], [-0.88858, 1.09901, -2.11781], [0.42080, 3.08721, -1.59472], [-1.66601, 3.40379, -2.86593], [-1.45571, 4.06444, -0.40437], [-2.82366, 2.16117, -1.05723], [-6.37504, -3.39923, 0.47018], [-6.38501, -2.25934, 1.45230], [-5.91566, -0.99934, 1.09700], [-5.95391, 0.07007, 1.97812], [-6.45826, -0.10840, 3.26083], [-6.51443, 0.93665, 4.21600], [-5.81621, 2.12506, 4.20760], [-6.26984, 3.14788, 4.67560], [-4.57256, 2.08536, 3.60301], [-3.64840, 1.03016, 3.56802], [-3.73644, -0.11789, 4.34505], [-2.76864, -1.09713, 4.19141], [-1.75237, -0.90918, 3.27022], [-1.66276, 0.19122, 2.52631], [-2.57854, 1.13343, 2.68121], [-6.92752, -1.36328, 3.63356], [-6.89627, -2.41854, 2.73659], [-5.58288, -3.27814, -0.26916], [-7.32102, -3.45472, -0.07242], [-6.22931, -4.35547, 0.97325], [-5.51527, -0.83897, 0.10223], [-5.58822, 1.03716, 1.66246], [-7.35485, 0.99707, 4.76950], [-4.21185, 3.00628, 3.40651], [-4.53714, -0.24437, 5.05895], [-2.81310, -2.00496, 4.77800], [-0.99411, -1.66594, 3.10736], [-2.49038, 2.00702, 2.03938], [-7.30859, -1.51350, 4.63700], [-7.26433, -3.38894, 3.04914]], "forces_ev_per_angstrom": [[-0.40, -0.96, -0.50], [0.00, 0.01, -0.01], [-0.03, 0.01, -0.02], [0.01, 0.00, -0.01], [0.00, -0.01, -0.01], [0.04, 0.04, 0.10], [-0.02, 0.05, -0.14], [0.01, 0.23, 0.17], [0.26, -0.13, -0.03], [0.16, 0.01, 0.13], [-0.02, -0.09, 0.02], [0.06, 0.00, 0.01], [-0.09, 0.23, 0.00], [-0.24, -0.25, 0.13], [0.26, -0.23, -0.43], [0.20, 0.38, 0.69], [0.04, -0.02, -0.06], [0.04, -0.01, 0.01], [-0.02, 0.03, 0.01], [-0.02, -0.03, -0.03], [-0.04, 0.00, 0.00], [0.00, 0.00, 0.01], [0.02, 0.00, 0.01], [0.01, 0.01, -0.02], [0.14, 0.15, 0.11], [-0.16, 0.19, -0.56], [0.06, -0.25, -0.02], [-0.13, 0.07, -0.05], [0.06, -0.03, 0.01], [0.02, -0.06, 0.01], [-0.01, 0.05, -0.04], [-0.03, 0.00, 0.06], [0.01, 0.00, 0.01], [0.00, -0.01, 0.00], [-0.01, 0.00, 0.00], [0.00, 0.00, 0.00], [0.01, 0.00, 0.00], [0.00, 0.00, 0.01], [0.00, 0.00, 0.00], [0.01, 0.00, 0.00], [0.00, 0.00, 0.00], [-0.01, -0.01, -0.03], [0.03, 0.01, 0.02], [-0.02, 0.02, -0.01], [-0.01, 0.00, 0.00], [0.00, 0.00, 0.00], [0.00, -0.01, 0.00], [0.00, 0.01, -0.01], [0.01, -0.01, -0.01], [-0.01, 0.01, 0.00], [0.00, 0.01, 0.00], [0.00, 0.00, 0.00], [-0.01, 0.00, 0.01], [0.01, 0.00, -0.01], [-0.01, 0.01, 0.00], [-0.01, -0.01, 0.00], [0.00, 0.00, 0.00], [-0.01, -0.01, 0.00], [0.00, 0.00, 0.00], [0.01, 0.00, 0.01], [0.00, 0.00, -0.01], [0.00, 0.00, 0.00], [0.01, -0.01, 0.01], [-0.02, 0.00, 0.00], [0.01, 0.01, 0.01], [0.00, -0.01, 0.00], [0.01, 0.00, -0.01], [-0.01, 0.01, 0.01], [0.01, 0.00, 0.02], [0.00, 0.00, -0.01], [0.00, 0.00, -0.01], [0.00, 0.00, -0.01], [0.13, 0.13, 0.06], [0.79, -0.26, 0.17], [0.05, 0.03, -0.09], [0.26, -0.03, 0.32], [-0.59, -0.33, -0.02], [0.40, -0.13, -0.19], [0.35, 0.06, 0.07], [0.14, -0.07, -0.02], [-0.03, 0.49, -0.12], [0.20, 0.06, 0.04], [0.07, 0.16, 0.17], [0.02, 0.02, -0.01], [-0.08, -0.03, -0.04], [-0.06, 0.03, 0.02], [-0.07, -0.02, 0.00], [-0.21, 0.01, -0.12], [-0.41, 0.05, 0.12], [-0.46, 0.36, 0.02], [-0.13, -0.08, -0.20], [-0.11, -0.05, 0.06], [-0.10, -0.01, 0.03], [-0.02, -0.09, -0.22], [0.02, -0.04, 0.03], [0.12, 0.17, 0.18], [0.07, 0.01, -0.04], [0.16, 0.02, 0.13], [-0.04, -0.01, 0.00], [-0.04, 0.06, 0.02], [0.12, -0.01, 0.07], [-0.11, -0.02, -0.14], [0.03, 0.08, 0.02], [0.05, -0.05, -0.09], [-0.55, -0.05, 0.01], [-0.03, 0.01, 0.03], [0.02, -0.01, 0.01], [-0.15, 0.11, 0.10], [-0.05, -0.05, -0.03], [-0.02, 0.01, -0.03], [0.02, 0.01, 0.09], [0.03, 0.01, 0.00], [0.01, 0.00, 0.01], [0.00, 0.00, 0.00], [0.01, 0.00, 0.01], [0.00, 0.00, 0.00], [-0.01, 0.00, -0.01]], "mulliken_charge": [-0.651, -1.464, 2.294, -2.376, -1.489, -0.861, -0.110, 0.261, 0.552, 0.584, -1.406, 0.204, -0.092, 0.308, 0.057, -0.638, 1.797, -1.850, -1.859, -1.662, 1.957, -2.162, -1.517, -1.604, 0.495, -0.817, -0.650, 0.002, 2.712, -2.261, -1.612, -1.693, 0.466, 0.343, 0.203, 0.450, 0.414, 0.389, 0.458, 0.204, 0.355, 0.113, 0.879, 0.294, 0.355, 0.494, 0.410, 0.337, 0.185, 0.578, 0.302, 0.460, 0.309, 0.395, 0.442, 0.397, 0.355, 0.260, 0.487, 0.332, 0.458, 0.317, 0.559, 0.444, 0.387, 0.457, 0.356, 0.500, 0.111, 0.329, 0.283, 0.457, 0.234, -1.096, -0.464, 1.180, -0.179, 0.412, 0.173, 0.604, -0.625, 2.252, -0.478, -0.476, -0.461, -0.493, -0.439, -1.591, 0.896, -0.132, -0.123, -0.392, -0.044, 0.240, -0.675, -0.056, 0.053, -0.290, -1.553, -0.224, 0.701, -0.641, -0.479, -0.997, 0.323, 0.405, 0.347, 0.444, 0.655, 0.273, 0.246, 0.556, 0.430, 0.584, 0.311, 0.425, 0.391]}